# 1
Formula: C23H22Br2InN5O5S
Source: the OMol25 dataset
Level of theory: ωB97M-V/def2-TZVPD

Calculated values
HOMO energy = -7.41 eV
Lowest unoccupied orbital energy = 0.0014 Ha
Electronic energy = -7276.16345 Ha

Each line ends with the Löwdin charge.
Geometry (Å):
In  0.755  -0.336  -0.163  0.76
Br  -1.533  -1.799  -2.107  0.75
C  -3.475  -1.827  -1.787  -0.96
Br  -3.942  -1.829  0.070  0.67
H  -3.874  -2.744  -2.217  0.00
H  -3.914  -0.936  -2.235  0.00
O  2.446  0.850  -3.821  0.08
C  1.633  0.659  -2.936  -0.58
O  1.733  -0.248  -2.047  -0.08
C  0.346  1.480  -2.942  -0.17
C  0.113  2.325  -4.048  0.02
C  -1.080  2.980  -4.137  0.01
C  -2.059  2.759  -3.145  -0.15
C  -3.340  3.344  -3.198  -0.03
C  -4.266  3.079  -2.228  -0.08
C  -3.950  2.213  -1.168  -0.07
C  -2.719  1.623  -1.094  -0.07
C  -1.734  1.889  -2.065  -0.21
N  -0.523  1.291  -1.985  0.10
H  0.891  2.409  -4.789  0.12
H  -1.302  3.649  -4.957  0.12
H  -3.576  3.996  -4.028  0.11
H  -5.244  3.534  -2.265  0.10
H  -4.689  2.011  -0.404  0.11
H  -2.479  0.953  -0.284  0.00
O  2.289  -0.744  2.313  0.00
C  2.110  0.431  1.978  -0.69
O  2.307  0.889  0.812  -0.05
C  1.456  1.376  2.932  -0.16
C  2.090  2.018  3.980  -0.02
C  1.385  2.904  4.778  -0.09
C  0.037  3.124  4.539  -0.09
C  -0.608  2.471  3.506  -0.12
C  0.100  1.591  2.690  -0.56
S  -0.819  0.777  1.450  0.78
H  3.140  1.834  4.154  0.12
H  1.890  3.435  5.573  0.10
H  -0.516  3.831  5.144  0.10
H  -1.656  2.645  3.304  0.10
N  0.557  -2.992  2.611  0.20
C  -0.614  -2.775  1.980  -0.66
N  -1.721  -3.331  2.541  0.17
O  -0.699  -2.216  0.886  -0.17
H  0.542  -3.334  3.559  0.11
H  1.317  -2.359  2.379  0.07
H  -1.740  -3.557  3.520  0.10
H  -2.608  -3.098  2.123  0.04
C  4.313  -1.545  0.101  0.02
C  3.259  -2.458  -0.380  -0.34
N  1.955  -2.287  -0.331  0.04
C  1.379  -3.388  -0.884  -0.14
C  2.347  -4.260  -1.264  -0.06
N  3.532  -3.660  -0.930  0.12
H  4.213  -0.577  -0.390  0.09
H  5.299  -1.963  -0.098  0.09
H  4.186  -1.364  1.168  0.08
H  0.318  -3.482  -0.948  0.05
H  2.290  -5.217  -1.743  0.11
H  4.453  -4.043  -1.074  0.16

***

# 2
Formula: C23H22Br4InN5O4S2
Source: the OMol25 dataset
Level of theory: ωB97M-V/def2-TZVPD

Calculated values
HOMO energy = -1.64 eV
Lowest unoccupied orbital energy = 0.1549 Ha
Net charge = -2
Energy above the lowest of the compared OMol25 structures with the same formula, charge and spin = 48.7 kJ/mol
Electronic energy = -12747.01962 Ha

Each line ends with the natural charge from an NBO analysis.
Geometry (Å):
In  -1.088  -0.517  0.778  1.66
N  -2.157  -4.951  1.450  -0.82
C  -2.134  -3.707  0.845  0.31
S  -2.784  -2.401  1.774  -0.33
N  -1.679  -3.731  -0.384  -0.47
N  -1.525  -2.499  -0.943  -0.19
C  -1.392  -2.449  -2.205  0.00
C  -1.094  -1.143  -2.790  0.19
C  -1.207  -0.920  -4.163  -0.26
C  -1.012  0.362  -4.644  -0.17
C  -0.727  1.381  -3.746  -0.28
C  -0.590  1.052  -2.403  0.08
N  -0.727  -0.179  -1.939  -0.42
H  -2.174  -4.907  2.455  0.39
H  -1.494  -5.598  1.049  0.38
H  -1.535  -3.327  -2.839  0.16
H  -1.461  -1.739  -4.823  0.21
H  -1.093  0.568  -5.706  0.20
H  -0.608  2.406  -4.070  0.21
H  -0.365  1.808  -1.663  0.23
Br  -1.489  3.378  6.702  0.02
C  -1.351  2.887  4.873  -0.17
C  -1.719  3.761  3.879  -0.16
Br  -2.385  5.487  4.304  0.02
C  -1.609  3.374  2.528  -0.24
Br  -2.089  4.566  1.129  0.02
C  -1.145  2.115  2.155  0.35
O  -0.995  1.710  0.934  -0.82
C  -0.796  1.175  3.218  0.28
O  -0.374  0.021  2.845  -0.78
C  -0.883  1.605  4.535  -0.21
Br  -0.330  0.353  5.848  0.02
O  -5.097  1.294  -0.674  -0.99
S  -3.932  1.018  0.181  1.39
N  -2.901  0.094  -0.308  -1.14
C  2.837  -3.550  1.479  -0.26
C  1.825  -3.402  2.419  -0.26
C  0.730  -2.589  2.159  -0.15
C  0.600  -1.895  0.952  -0.46
C  1.617  -2.078  0.021  -0.25
C  2.722  -2.889  0.266  -0.24
H  3.704  -4.164  1.693  0.18
H  1.903  -3.900  3.380  0.19
H  -0.034  -2.477  2.920  0.22
H  1.543  -1.603  -0.949  0.19
H  3.494  -2.996  -0.491  0.18
C  2.778  0.182  -2.462  -0.64
C  3.073  0.852  -1.125  -0.06
O  2.030  1.692  -0.671  -0.52
C  1.969  2.894  -1.414  -0.06
C  0.979  3.819  -0.756  -0.64
H  3.573  -0.529  -2.701  0.20
H  2.717  0.905  -3.278  0.20
H  1.831  -0.353  -2.425  0.23
H  4.007  1.433  -1.207  0.14
H  3.212  0.105  -0.343  0.21
H  1.679  2.692  -2.456  0.15
H  2.975  3.347  -1.447  0.15
H  0.052  3.293  -0.536  0.26
H  0.769  4.673  -1.404  0.19
H  1.358  4.189  0.196  0.21

***

# 3
Formula: C23H22CdN4O4SSe
Source: the OMol25 dataset
Level of theory: ωB97M-V/def2-TZVPD

Calculated values
HOMO energy = -1.88 eV
Lowest unoccupied orbital energy = 0.1471 Ha
Net charge = -2
Energy above the lowest of the compared OMol25 structures with the same formula, charge and spin = 0.0 kJ/mol
Electronic energy = -4377.12626 Ha

Each line ends with the natural charge from an NBO analysis.
Geometry (Å):
Cd  -0.801  2.794  -0.230  1.60
O  2.227  4.413  -2.472  -1.02
S  1.121  3.736  -1.817  2.53
O  -0.213  4.360  -2.073  -1.10
O  1.253  3.773  -0.293  -1.13
O  1.019  2.290  -2.165  -1.12
C  2.134  -3.801  0.181  -0.63
C  1.726  -3.187  -1.127  -0.08
C  1.963  -3.833  -2.334  -0.20
C  1.588  -3.266  -3.542  -0.25
C  0.987  -2.015  -3.551  -0.21
C  0.753  -1.341  -2.366  -0.24
C  1.096  -1.935  -1.148  0.23
N  0.867  -1.284  0.073  -0.68
C  -0.068  -0.252  0.252  0.64
N  -1.282  -0.572  -0.274  -0.62
C  -2.479  0.153  -0.481  0.19
C  -2.529  1.546  -0.521  -0.54
C  -3.774  2.117  -0.800  -0.22
C  -4.911  1.357  -1.023  -0.25
C  -4.824  -0.025  -0.973  -0.22
C  -3.616  -0.648  -0.703  -0.09
C  -3.550  -2.153  -0.646  -0.64
N  0.212  0.809  0.910  -0.63
C  1.536  0.939  1.399  0.20
C  2.577  1.290  0.539  -0.23
C  3.864  1.410  1.039  -0.23
C  4.115  1.187  2.385  -0.23
C  3.073  0.850  3.235  -0.23
C  1.770  0.724  2.763  -0.06
C  0.628  0.381  3.674  -0.64
H  2.512  -4.812  0.032  0.20
H  1.290  -3.837  0.874  0.22
H  2.921  -3.220  0.671  0.21
H  2.448  -4.803  -2.318  0.19
H  1.778  -3.790  -4.470  0.20
H  0.722  -1.541  -4.487  0.21
H  0.338  -0.340  -2.374  0.26
H  1.666  -1.206  0.685  0.42
H  -1.332  -1.535  -0.557  0.40
H  -3.862  3.197  -0.830  0.21
H  -5.861  1.837  -1.227  0.19
H  -5.705  -0.638  -1.140  0.18
H  -4.540  -2.578  -0.813  0.21
H  -3.194  -2.504  0.327  0.21
H  -2.888  -2.574  -1.412  0.20
H  2.343  1.491  -0.499  0.27
H  4.665  1.703  0.372  0.21
H  5.121  1.291  2.778  0.19
H  3.264  0.692  4.291  0.19
H  0.971  0.284  4.705  0.19
H  0.147  -0.557  3.382  0.20
H  -0.142  1.155  3.627  0.27
Se  -2.314  2.927  2.745  -0.47
C  -3.139  4.329  3.596  0.06
N  -3.671  5.212  4.129  -0.55

***

# 4
Formula: C23H22F3NO3
Source: the OMol25 dataset
Level of theory: ωB97M-V/def2-TZVPD

Calculated values
HOMO energy = -8.44 eV
Lowest unoccupied orbital energy = 0.0181 Ha
SMILES = Cc1ccc2oc(C(=O)N3CCC(O)(c4cccc(C(F)(F)F)c4)CC3)c(C)c2c1
Electronic energy = -1469.77547 Ha

Each line ends with the natural charge from an NBO analysis.
Geometry (Å):
C  -7.154  -2.031  1.640  -0.62
C  -5.984  -1.232  1.150  -0.03
C  -5.088  -1.764  0.245  -0.19
C  -4.017  -0.981  -0.182  -0.13
C  -3.865  0.327  0.311  0.35
C  -4.758  0.874  1.220  -0.25
C  -5.807  0.077  1.625  -0.21
H  -6.524  0.469  2.332  0.21
H  -4.632  1.880  1.589  0.22
O  -2.767  0.907  -0.222  -0.44
C  -2.205  -0.018  -1.070  0.16
C  -2.929  -1.181  -1.092  0.00
C  -2.668  -2.420  -1.867  -0.65
H  -3.537  -2.661  -2.477  0.22
H  -1.810  -2.281  -2.517  0.26
H  -2.488  -3.255  -1.191  0.22
C  -1.018  0.308  -1.886  0.64
O  -0.842  -0.270  -2.951  -0.63
N  -0.163  1.269  -1.457  -0.42
C  -0.034  1.795  -0.122  -0.23
H  -0.918  1.575  0.471  0.24
C  1.209  1.210  0.560  -0.43
H  1.110  0.127  0.647  0.22
H  1.294  1.628  1.565  0.21
C  2.476  1.527  -0.267  0.24
C  3.686  0.917  0.435  -0.03
C  4.451  -0.098  -0.121  -0.20
C  5.546  -0.607  0.566  -0.07
C  5.905  -0.118  1.812  -0.20
C  5.147  0.897  2.367  -0.20
C  4.055  1.404  1.688  -0.20
H  3.482  2.194  2.155  0.20
H  5.410  1.294  3.336  0.22
H  6.759  -0.522  2.333  0.23
C  6.326  -1.716  -0.082  0.96
F  5.589  -2.836  -0.216  -0.33
F  6.736  -1.393  -1.322  -0.32
F  7.423  -2.067  0.601  -0.32
H  4.217  -0.506  -1.090  0.23
O  2.656  2.927  -0.399  -0.72
H  2.838  3.311  0.465  0.47
C  2.259  0.991  -1.689  -0.42
H  2.154  -0.093  -1.664  0.22
C  0.984  1.590  -2.283  -0.23
H  0.806  1.181  -3.278  0.25
H  1.082  2.677  -2.338  0.21
H  3.108  1.267  -2.313  0.23
H  0.078  2.883  -0.195  0.20
H  -5.211  -2.768  -0.131  0.21
H  -7.115  -2.137  2.724  0.22
H  -8.088  -1.530  1.389  0.22
H  -7.162  -3.022  1.195  0.21